--- i ---
{
  "formula": "C4H11NO",
  "method": "ωB97M-V/def2-TZVPD",
  "species": ["C", "C", "N", "O", "H", "H", "H", "H", "H", "C", "C", "H", "H", "H", "H", "H", "H"],
  "coordinates": [[-1.8555, -1.4234, 0.4797], [-1.6047, 0.0435, 0.7062], [-0.6177, 0.2523, 1.5767], [-2.1416, 0.9738, 0.1372], [-1.6049, -1.9555, 1.3098], [-1.2669, -1.8671, -0.4151], [-2.8975, -1.6846, 0.3695], [-0.5128, 1.2088, 1.8670], [-0.1565, -0.3814, 2.1937], [2.2828, 0.4467, -1.9312], [3.1036, -0.0612, -0.8018], [2.8705, 1.1891, -2.4130], [2.1374, -0.4507, -2.5911], [1.3166, 0.9398, -1.7684], [2.5816, -0.0776, 0.0594], [3.8774, 0.5766, -0.5532], [3.5546, -1.0869, -0.9109]],
  "mulliken_charge": [-1.02, 0.72, -0.40, -0.63, 0.38, 0.21, 0.31, 0.23, 0.19, -0.75, -0.90, 0.28, 0.22, 0.28, 0.26, 0.33, 0.28],
  "lumo_energy_ev": 0.8,
  "gap_ha": 0.392
}

--- ii ---
{
  "formula": "C4H11NO",
  "method": "ωB97M-V/def2-TZVPD",
  "species": ["C", "C", "N", "O", "H", "H", "H", "H", "H", "C", "C", "H", "H", "H", "H", "H", "H"],
  "coordinates": [[0.8303, 0.5622, 2.0314], [1.4157, 1.3361, 0.8548], [0.4892, 2.0826, 0.1598], [2.5650, 1.2588, 0.5244], [0.2812, -0.3207, 1.7262], [0.1254, 1.1607, 2.6114], [1.6760, 0.2855, 2.6554], [0.7376, 2.6534, -0.6194], [-0.4760, 2.1261, 0.4526], [-1.3461, -1.0101, -0.7705], [-0.6145, -1.8212, -1.8642], [-0.7281, -0.8527, 0.1113], [-1.4970, 0.0111, -1.1101], [-2.2500, -1.5169, -0.4460], [-0.7324, -2.8827, -1.6692], [0.4482, -1.5853, -1.8010], [-0.9243, -1.4867, -2.8470]],
  "mulliken_charge": [-1.01, 0.72, -0.37, -0.60, 0.23, 0.31, 0.29, 0.20, 0.20, -0.24, -0.87, -0.28, 0.23, 0.36, 0.28, 0.28, 0.27],
  "lumo_energy_ev": 0.8,
  "gap_ha": 0.396
}

Relative stability in eV, measured from the most stable structure: i 0.762; ii 0.000

--- i ---
{
  "formula": "C2H7NS",
  "method": "ωB97M-V/def2-TZVPD",
  "species": ["C", "C", "N", "H", "H", "H", "H", "H", "H", "S", "H"],
  "coordinates": [[0.1161, -0.2880, -0.2169], [0.1007, 0.9029, -1.1695], [1.2774, -0.5801, 0.5126], [-0.6532, -1.0137, -0.5524], [-0.0972, 1.1231, -2.2684], [0.3726, 1.6278, -0.3895], [1.4658, 0.4014, 0.4325], [-0.6108, 0.1318, 0.5265], [2.0212, -1.1525, 0.1069], [-1.4988, -1.1442, 1.8455], [-2.4938, -0.0086, 1.1729]],
  "mulliken_charge": [-0.62, -0.43, -0.46, 0.57, 0.26, 0.26, 0.33, 0.06, 0.24, -0.35, 0.14],
  "lumo_energy_ev": -2.4,
  "gap_ha": 0.200
}

--- ii ---
{
  "formula": "C2H7NS",
  "method": "ωB97M-V/def2-TZVPD",
  "species": ["C", "C", "N", "H", "H", "H", "H", "H", "S", "H", "H"],
  "coordinates": [[-0.9446, 1.0056, -0.3998], [-1.2670, 0.1706, 0.5886], [-1.1961, -1.2352, 0.5475], [-1.0650, 2.0598, -0.2500], [-0.8179, 0.6060, -1.3986], [-1.5041, 0.5982, 1.5574], [-0.5633, -1.5689, -0.1417], [-2.0707, -1.7144, 0.3602], [3.2560, -0.3811, 0.1647], [2.5693, -0.4443, -0.9925], [3.6034, 0.9035, -0.0358]],
  "mulliken_charge": [-0.79, 0.05, -0.54, 0.26, 0.26, 0.31, 0.22, 0.24, -0.28, 0.13, 0.14],
  "lumo_energy_ev": 0.9,
  "gap_ha": 0.362
}

--- iii ---
{
  "formula": "C2H7NS",
  "method": "ωB97M-V/def2-TZVPD",
  "species": ["C", "S", "C", "N", "H", "H", "H", "H", "H", "H", "H"],
  "coordinates": [[0.0500, -0.7169, 1.8898], [0.7012, 0.4613, 0.6158], [-0.4228, 0.3606, -0.8804], [0.2464, 0.7174, -2.1462], [-1.0799, -0.9813, 1.8760], [0.6187, -1.5808, 1.9526], [0.2900, -0.2268, 2.7965], [-0.7524, -0.6399, -1.1625], [-1.2828, 1.0470, -0.6967], [0.8281, 0.0382, -2.3760], [0.8034, 1.5211, -1.8689]],
  "mulliken_charge": [-0.84, -0.12, -0.44, -0.60, 0.27, 0.31, 0.29, 0.36, 0.28, 0.24, 0.23],
  "lumo_energy_ev": 1.0,
  "gap_ha": 0.355
}

Relative stability in eV, measured from the most stable structure: i 6.209; ii 0.058; iii 0.000

--- i ---
{
  "formula": "H5NOSSi",
  "method": "ωB97M-V/def2-TZVPD",
  "species": ["N", "Si", "S", "H", "H", "H", "O", "H", "H"],
  "coordinates": [[-0.4027, -1.2857, 0.3253], [1.1802, -0.9350, -0.1700], [2.1641, 0.7009, 0.3719], [-0.9804, -2.0206, -0.0518], [-0.9615, -0.6005, 0.8088], [1.5706, -2.0372, -1.0209], [-1.1306, 1.7858, -0.1221], [-1.1868, 2.6990, -0.4167], [-0.2530, 1.6933, 0.2753]],
  "mulliken_charge": [-0.35, 0.40, -0.42, 0.25, 0.27, -0.08, -0.60, 0.28, 0.26],
  "lumo_energy_ev": 0.3,
  "gap_ha": 0.354
}

--- ii ---
{
  "formula": "H5NOSSi",
  "method": "ωB97M-V/def2-TZVPD",
  "species": ["N", "Si", "O", "S", "H", "H", "H", "H", "H"],
  "coordinates": [[-0.6641, 1.0776, -0.3533], [0.0020, -0.5133, 0.5294], [-0.2846, -1.9987, -0.0768], [1.9203, -0.0064, -0.2520], [-1.6907, 1.1697, -0.4024], [-0.2054, 1.7717, 0.1923], [-0.4536, -0.6015, 1.8838], [-0.3297, -2.0969, -1.0381], [1.7057, 1.1976, -0.4829]],
  "mulliken_charge": [-0.65, 0.57, -0.45, -0.26, 0.23, 0.22, -0.11, 0.33, 0.12],
  "lumo_energy_ev": 0.6,
  "gap_ha": 0.367
}

Relative stability in eV, measured from the most stable structure: i 0.389; ii 0.000

--- i ---
{
  "formula": "C4H30BO23",
  "method": "ωB97M-V/def2-TZVPD",
  "species": ["O", "C", "O", "B", "O", "C", "O", "O", "C", "O", "C", "O", "O", "O", "H", "H", "O", "H", "H", "O", "H", "H", "O", "H", "H", "O", "H", "H", "O", "H", "H", "O", "H", "H", "O", "H", "H", "O", "H", "H", "O", "H", "H", "O", "H", "H", "O", "H", "H", "O", "H", "H", "O", "H", "H", "O", "H", "H"],
  "coordinates": [[2.0018, 2.9724, 1.2444], [1.5495, 1.9446, 0.7316], [0.2011, 1.6383, 0.5620], [0.0898, 0.2923, 0.0484], [1.4836, -0.2295, 0.0383], [2.3866, 0.6512, 0.4185], [3.6327, 0.3699, 0.5886], [-0.5617, 0.2745, -1.2682], [-1.5910, -0.6530, -1.2274], [-2.2715, -0.9697, -2.1954], [-1.6379, -1.2154, 0.2327], [-0.7300, -0.5771, 0.9334], [-2.3835, -2.1179, 0.5676], [3.4604, -0.9474, 3.3492], [4.0142, -1.6484, 3.6930], [4.0512, -0.4135, 2.8180], [6.3655, 0.1572, -0.6347], [6.6117, 1.0135, -0.2850], [6.2694, -0.3991, 0.1383], [-5.6001, -3.1498, -0.6567], [-6.3982, -3.0556, -0.1368], [-4.8891, -3.0817, -0.0195], [2.1445, 1.2804, 4.1616], [2.7805, 1.9544, 3.9222], [2.6028, 0.4536, 4.0108], [-2.5714, 2.5310, 0.4134], [-2.2211, 3.0708, 1.1221], [-2.8657, 1.7292, 0.8455], [-3.3765, -4.8558, 0.7662], [-2.6541, -4.2452, 0.9125], [-3.7799, -4.9612, 1.6279], [4.8943, 1.6829, -2.6680], [4.9837, 0.9883, -2.0155], [5.6437, 1.5622, -3.2512], [4.2430, -2.1217, -0.7015], [3.7046, -1.4403, -0.2990], [5.1437, -1.8281, -0.5643], [-1.7054, 2.2773, -3.1513], [-0.9388, 2.0529, -3.6787], [-1.6034, 1.7649, -2.3493], [-4.9169, -2.2883, -3.3547], [-4.2019, -1.7814, -2.9699], [-5.3000, -2.7618, -2.6163], [-0.1344, 4.7074, -0.4835], [-1.0240, 4.3644, -0.5683], [0.2535, 4.1957, 0.2263], [-5.1438, 0.8407, -2.7026], [-4.2192, 0.8293, -2.9501], [-5.6034, 0.5150, -3.4765], [4.9092, 3.2360, 1.1061], [5.2361, 3.4720, 0.2380], [3.9591, 3.1880, 0.9999], [-0.6293, -4.0620, 1.1831], [0.0694, -3.9568, 1.8288], [-0.8076, -3.1733, 0.8753], [-4.0509, 0.2636, 1.5911], [-4.8082, 0.2497, 1.0060], [-4.0663, -0.5899, 2.0240]],
  "mulliken_charge": [-0.74, 0.26, -0.62, 1.97, -1.06, 0.96, -0.36, -0.45, 0.49, -0.62, 0.69, -0.66, -0.64, -0.66, 0.28, 0.27, -0.61, 0.30, 0.28, -0.62, 0.27, 0.34, -0.65, 0.28, 0.42, -0.58, 0.33, 0.24, -0.61, 0.34, 0.28, -0.63, 0.35, 0.29, -0.67, 0.33, 0.26, -0.69, 0.31, 0.39, -0.66, 0.39, 0.34, -0.65, 0.32, 0.31, -0.61, 0.29, 0.30, -0.63, 0.30, 0.33, -0.71, 0.28, 0.40, -0.64, 0.32, 0.27],
  "lumo_energy_ev": 1.8,
  "charge": -1,
  "gap_ha": 0.362
}

--- ii ---
{
  "formula": "C4H30BO23",
  "method": "ωB97M-V/def2-TZVPD",
  "species": ["O", "C", "O", "B", "O", "C", "O", "O", "C", "O", "C", "O", "O", "O", "H", "H", "O", "H", "H", "O", "H", "H", "O", "H", "H", "O", "H", "H", "O", "H", "H", "O", "H", "H", "O", "H", "H", "O", "H", "H", "O", "H", "H", "O", "H", "H", "O", "H", "H", "O", "H", "H", "O", "H", "H", "O", "H", "H"],
  "coordinates": [[2.6362, -1.1685, -2.4340], [1.9965, -0.7708, -1.4961], [0.7502, -0.3562, -1.4063], [0.3440, -0.1095, -0.0665], [1.4571, -0.6046, 0.7727], [2.4876, -0.9716, -0.0137], [3.6351, -1.2362, 0.2531], [-0.9265, -0.7821, 0.3266], [-1.7507, 0.0941, 0.8367], [-2.8451, -0.1210, 1.2861], [-1.0387, 1.4550, 0.8997], [0.1801, 1.3324, 0.3012], [-1.3862, 2.4236, 1.5223], [2.0387, -4.8059, -2.4933], [1.3928, -4.8775, -3.2006], [1.9677, -3.8953, -2.1943], [-1.0831, 3.1133, 4.4037], [-0.4226, 2.9163, 3.7309], [-1.5943, 2.3031, 4.4831], [1.3890, 4.8339, 0.7891], [1.2427, 4.9739, -0.1493], [1.3141, 3.8811, 0.9074], [2.1517, 2.0127, 2.6347], [3.0839, 2.0208, 2.8649], [1.9862, 1.1141, 2.3339], [-2.4523, 5.0633, 2.8767], [-2.7548, 5.0684, 3.7870], [-1.7005, 4.4675, 2.8805], [4.8780, -4.1612, 2.1680], [4.8207, -3.2083, 2.0512], [5.7404, -4.3065, 2.5637], [0.4083, 1.6413, -3.8190], [0.8483, 1.3257, -4.6120], [-0.2118, 0.9449, -3.5920], [-5.5356, -1.3731, 2.5878], [-5.3506, -0.4992, 2.9423], [-4.9020, -1.4815, 1.8730], [-0.0488, -1.1796, -4.5082], [0.5339, -0.6937, -3.9184], [0.5443, -1.5867, -5.1444], [-4.0675, -2.7765, -0.0972], [-4.2820, -3.6462, 0.2495], [-3.2813, -2.5084, 0.3872], [-4.0476, 1.9100, 2.6689], [-3.4636, 1.3569, 2.1263], [-3.5210, 2.6880, 2.8791], [-1.3413, -3.7797, -1.7230], [-1.4209, -3.2267, -0.9415], [-0.9416, -4.5938, -1.4053], [-5.7304, 1.1764, 0.5783], [-5.1521, 1.6588, 1.1870], [-5.1932, 1.0266, -0.2028], [4.5525, 0.7068, -4.7738], [3.9509, 0.1331, -4.2905], [4.2802, 1.5961, -4.5354], [5.6224, -1.3282, -1.7825], [5.3255, -2.1804, -2.1080], [4.8869, -1.0092, -1.2441]],
  "mulliken_charge": [-0.54, 0.49, -0.18, 0.93, -0.59, 0.57, -0.69, -0.54, 0.61, -0.48, 0.33, -0.32, -0.48, -0.66, 0.31, 0.33, -0.65, 0.31, 0.33, -0.67, 0.31, 0.35, -0.60, 0.27, 0.32, -0.63, 0.32, 0.32, -0.62, 0.32, 0.30, -0.60, 0.32, 0.35, -0.67, 0.31, 0.40, -0.57, 0.16, 0.28, -0.58, 0.31, 0.22, -0.73, 0.37, 0.34, -0.60, 0.29, 0.31, -0.62, 0.38, 0.29, -0.65, 0.34, 0.31, -0.66, 0.31, 0.33],
  "lumo_energy_ev": 1.8,
  "charge": -1,
  "gap_ha": 0.369
}

Relative stability in eV, measured from the most stable structure: i 0.270; ii 0.000

--- i ---
{
  "formula": "C5H3NO",
  "method": "ωB97M-V/def2-TZVPD",
  "species": ["C", "C", "C", "C", "O", "C", "N", "H", "H", "H"],
  "coordinates": [[2.2007, 0.2748, 0.2543], [1.1665, -0.2719, -0.0245], [-0.1061, -0.9035, -0.3666], [-1.3326, -0.1454, 0.1177], [-2.3878, -0.6787, 0.3422], [-1.1908, 1.3216, 0.2715], [-1.1076, 2.4689, 0.3908], [3.1184, 0.7651, 0.4977], [-0.2006, -0.9875, -1.4585], [-0.1846, -1.9172, 0.0377]],
  "mulliken_charge": [0.20, -0.48, -0.51, 0.41, -0.47, 0.21, -0.32, 0.39, 0.26, 0.31],
  "lumo_energy_ev": -0.6,
  "gap_ha": 0.374
}

--- ii ---
{
  "formula": "C5H3NO",
  "method": "ωB97M-V/def2-TZVPD",
  "species": ["C", "C", "C", "C", "O", "C", "N", "H", "H", "H"],
  "coordinates": [[-0.2070, -0.2736, -1.9076], [-0.7308, 0.2958, -0.9864], [-0.8587, 0.6949, 0.4164], [0.2564, -0.0399, 1.1803], [0.3079, -0.1239, 2.3764], [1.3048, -0.6992, 0.3457], [2.1257, -1.2389, -0.2659], [0.3520, -0.8009, -2.6413], [-0.7474, 1.7757, 0.5876], [-1.8029, 0.4101, 0.8948]],
  "mulliken_charge": [-0.11, -0.39, -0.25, 0.35, -0.47, 0.27, -0.34, 0.39, 0.27, 0.29],
  "lumo_energy_ev": -0.5,
  "gap_ha": 0.370
}

Relative stability in eV, measured from the most stable structure: i 0.000; ii 0.344

--- i ---
{
  "formula": "C5H3NO",
  "method": "ωB97M-V/def2-TZVPD",
  "species": ["C", "C", "C", "C", "O", "C", "N", "H", "H", "H"],
  "coordinates": [[2.3158, -0.3048, 0.5345], [1.1539, -0.5644, 0.3246], [-0.2836, -0.8575, 0.1335], [-1.2181, 0.2076, -0.3522], [-2.1534, -0.2272, -0.9939], [-1.0756, 1.6473, -0.1921], [-1.0163, 2.7988, -0.1136], [3.3621, -0.0951, 0.6896], [-0.8205, -1.4785, -0.6558], [-0.6955, -1.3328, 1.0276]],
  "mulliken_charge": [0.30, -0.52, -0.65, 0.47, -0.47, 0.17, -0.31, 0.39, 0.32, 0.30],
  "lumo_energy_ev": -0.8,
  "gap_ha": 0.367
}

--- ii ---
{
  "formula": "C5H3NO",
  "method": "ωB97M-V/def2-TZVPD",
  "species": ["C", "C", "C", "C", "N", "O", "C", "H", "H", "H"],
  "coordinates": [[-2.5488, -0.0499, 0.1461], [-1.3838, -0.0703, -0.0719], [0.0565, -0.0684, -0.0958], [1.0520, -1.0668, -0.0286], [2.2110, -0.6752, 0.1162], [2.1190, 0.7279, 0.1110], [0.8194, 1.0400, -0.1066], [-3.5782, 0.1434, 0.2280], [0.8938, -2.0543, -0.2287], [0.3590, 2.0736, -0.0695]],
  "mulliken_charge": [-0.06, -0.68, 0.34, -0.31, -0.37, -0.19, -0.06, 0.46, 0.50, 0.37],
  "lumo_energy_ev": 0.9,
  "gap_ha": 0.386
}

Relative stability in eV, measured from the most stable structure: i 0.000; ii 0.306